Entry from the OMol25 dataset: a structure of composition C34H61CsN5O6SSi3 at a distorted geometry (ωB97M-V/def2-TZVPD).

Element x y z (Å)
H1 -3.6073 3.0741 1.7085
Cs1 -0.8678 -0.0420 -0.5489
H2 3.3492 4.2226 -1.7388
C1 3.5557 -2.1895 -2.3109
H3 2.9136 1.0564 -1.9541
C2 0.9869 -4.8563 -1.5991
H4 4.2137 2.9366 -0.9065
O1 -1.9253 2.5242 0.6149
C3 3.4504 0.1912 -2.3401
C4 0.7360 5.7298 -2.1044
C5 -3.3527 -2.4798 2.0815
H5 0.8663 1.8940 -3.1695
S1 0.7881 -3.9178 3.7914
Si1 -0.6461 3.5570 1.0548
C6 -3.7016 -4.9476 -2.7624
H6 1.2541 -2.1243 -3.4788
C7 -0.3070 3.0975 2.8616
H7 -1.6509 4.1193 -3.2823
C8 -2.8133 -2.3167 -3.1941
H8 3.4328 5.6397 1.8215
C9 -1.4154 5.2877 1.1643
C10 -2.9552 -4.3336 -1.8064
C11 -3.5721 -2.9795 -4.1571
H9 4.4615 4.6195 -0.4376
H10 4.1700 2.6757 1.8647
H11 -2.1602 4.3475 -1.6105
H12 -3.5148 3.7385 0.0695
H13 -0.1418 -3.1678 -3.2215
H14 -2.5284 0.4215 2.3016
H15 -4.1765 0.3735 2.9529
H16 2.9202 1.4894 1.4819
H17 0.3038 6.3547 -1.3191
H18 -2.7144 -4.8396 -0.8793
H19 0.3503 6.0764 -3.0673
H20 -2.8120 -0.6145 -4.5042
H21 -0.4794 2.0305 3.0182
C12 0.9481 -3.1429 -3.2502
H22 1.8142 5.9014 -2.0954
N1 1.4698 -3.5403 -1.9559
H23 -0.9756 3.6450 3.5307
N2 -4.7719 -4.9341 -4.9821
C13 2.1830 -0.8890 6.1085
H24 1.2884 -3.8165 -4.0581
C14 1.3035 -2.4145 4.5119
O2 -1.8246 -0.1630 -2.8167
H25 2.2807 1.1620 5.4774
O3 -5.1485 -6.0789 -4.7673
H26 3.2166 -3.7757 -0.8826
C15 -4.0046 -4.2693 -3.9586
C16 1.9987 0.1546 5.2008
O4 -3.7109 -1.1634 1.6792
H27 -3.8324 -2.4742 -5.0786
H28 -2.7783 -3.2539 4.0422
H29 -0.1022 -4.8522 -1.5587
Si2 0.3141 3.9019 -1.7818
C17 2.9205 -3.5162 -1.9030
C18 1.8388 -2.1882 5.7706
H30 1.7686 5.4010 2.3646
C19 -3.2852 2.8614 0.6814
C20 -3.3073 -0.2366 2.6928
H31 2.3587 -1.8195 0.0823
H32 -1.7487 5.6582 0.1936
H33 -2.3573 -2.7286 1.7092
H34 0.9152 3.3649 -4.1440
C21 -2.7941 -1.0639 3.8786
N3 0.5652 -1.7456 2.3748
C22 1.4644 -0.0753 3.9459
H35 -0.1359 -4.6691 1.2309
H36 2.4013 -0.0566 -0.0339
H37 4.6152 -2.2216 -1.9875
H38 -1.7036 -1.1050 3.8645
N4 2.8811 -1.0226 -1.7870
H39 -4.3974 -2.5301 3.9696
H40 1.3289 0.7274 3.2352
C23 -2.4370 -2.9932 -1.9628
C24 1.1814 2.9410 -3.1714
C25 2.9006 -0.9733 -0.3392
H41 -3.8747 2.0191 0.3105
H42 3.5724 -2.1048 -3.4006
C26 3.7106 3.8962 -0.7662
C27 1.1074 -1.3725 3.5943
H43 1.9846 -3.0003 6.4706
H44 2.6818 2.6377 2.7967
H45 -0.3590 -3.1628 0.4203
C28 2.4172 5.4126 1.4850
Si3 2.3418 3.7563 0.5497
C29 -1.5143 3.7563 -2.2599
H46 2.0799 6.2297 0.8427
H47 3.3561 0.1895 -3.4275
H48 -4.0703 -3.1704 1.6367
H49 3.9259 -0.9579 0.0727
H50 1.3770 -5.1393 -0.6191
H51 2.6005 -0.6855 7.0857
H52 4.5194 0.3064 -2.0844
C30 -2.4505 -0.9474 -3.5109
C31 0.7005 3.3267 -0.1014
H53 -0.6532 5.9801 1.5294
C32 -3.3715 -2.4521 3.6014
O5 -5.0116 -4.3296 -6.0176
H54 0.7135 3.3182 3.1705
H55 -3.1048 -0.6484 4.8367
H56 1.3014 -5.6304 -2.3229
N5 -0.1933 -3.6691 1.2852
H57 3.3537 -4.2951 -2.5619
C33 0.3597 -3.0194 2.3358
H58 -4.0752 -5.9526 -2.6256
H59 -1.8653 2.7241 -2.2175
O6 -1.7026 -2.4787 -1.0872
H60 -2.2656 5.3281 1.8506
H61 2.2671 2.9589 -3.0881
C34 3.0896 2.5220 1.7915

Atoms 1-3, force components in eV/Å:
0.0 0.0 0.0
1.5 1.2 2.5
0.0 0.1 -0.1

Output
F_max, eV Å⁻¹: 3.10
M, g/mol: 885.12
Total charge: -1
Energy relative to the best compared isomer or geometry (same formula, charge and spin), kcal/mol: 22.4
HOMO-LUMO gap, eV: 5.936



Entry from the OMol25 dataset: a structure of composition C27H39N2O3PS3Tc (ωB97M-V/def2-TZVPD).

Element x y z (Å)
H1 -4.8335 1.1990 -0.5333
C1 3.8819 1.2202 -1.3077
O1 -1.9165 -0.0820 4.9638
C2 -2.3896 3.3168 3.8483
H2 -1.5921 -1.2148 0.0934
C3 2.8515 1.1651 -0.2849
C4 -0.8503 -0.9817 5.2901
H3 -0.6687 -1.6876 4.4811
H4 -4.8725 -1.0714 -1.6000
O2 0.0833 0.1440 2.8921
H5 -3.1412 2.4585 -1.7718
H6 -2.3338 -0.6344 -4.7870
C5 1.3093 -3.1523 2.6415
C6 0.4090 2.6261 1.5303
C7 -2.1564 -0.2877 -3.7671
H7 -1.4381 -4.3102 0.2838
C8 -0.6975 1.1917 3.2586
H8 4.9008 -0.5596 -0.6425
C9 -1.8698 -3.3816 -0.0874
H9 1.9042 -3.8811 3.1895
C10 -1.3813 3.4903 2.9009
H10 -3.0528 4.1350 4.0887
H11 0.2797 -1.3679 -1.9737
Tc1 1.3346 -0.1810 1.6187
H12 -2.9263 -3.3857 0.1779
C11 1.0588 -3.4178 -2.1288
C12 5.8573 0.3252 -2.3416
H13 -0.2602 3.1311 -1.0499
C13 3.8642 2.2701 -2.2294
H14 -1.3703 -2.0882 1.5907
H15 -0.2222 0.3374 -4.4316
H16 -1.0791 3.3428 -2.5656
N1 1.1508 1.7093 0.9925
S1 -0.2332 1.1416 -2.2256
N2 2.0384 2.1191 0.0098
H17 0.0570 -0.4237 5.5212
C14 4.8438 2.3390 -3.2013
H18 6.6390 -0.4195 -2.3849
C15 -1.1991 -2.1466 0.5136
H19 4.8358 3.1473 -3.9183
H20 0.5494 3.6305 1.1422
H21 -3.1343 -1.2022 -1.4191
C16 4.8789 0.2434 -1.3653
H22 6.6033 1.4312 -4.0176
H23 1.0898 -4.3014 0.7878
H24 1.8735 -4.0146 -1.7214
C17 1.0124 -2.0220 -1.4996
C18 -1.6759 1.0221 4.2458
C19 -3.9495 -0.4906 -1.5475
H25 -1.2629 4.4394 2.3967
C20 -2.3691 2.6142 -1.0225
H26 -1.8077 -3.3808 -1.1744
H27 0.1296 -3.9688 -2.0003
H28 0.2727 -3.2610 2.9566
H29 -1.3558 1.6573 -4.2748
H30 1.6672 -2.1606 2.9791
C21 -4.0602 0.4498 -0.3565
S2 -2.5625 1.2950 0.2102
P1 0.5886 -2.0245 0.2574
H31 -2.5586 3.5757 -0.5412
H32 1.2364 -3.3168 -3.1986
H33 1.9807 -1.5242 -1.5864
H34 2.5243 -3.2905 0.8384
S3 -3.7509 0.3194 -3.1609
C22 -1.0092 2.6781 -1.7015
O3 2.7214 -0.0188 0.3937
H35 -1.1877 -1.5150 6.1737
H36 3.0822 3.0143 -2.1818
C23 -2.5322 2.1149 4.4957
C24 5.8378 1.3700 -3.2561
C25 1.4735 -3.3364 1.1357
H37 -3.2941 1.9692 5.2499
H38 -1.8710 -1.1689 -3.1884
C26 -0.5430 2.4265 2.5831
C27 -1.0261 0.7300 -3.8042
H39 -4.3858 -0.1191 0.5181

Atoms 1-3, force components in eV/Å:
0.0 0.0 0.0
-0.1 0.2 0.0
0.1 0.1 -0.2

Output
Spin multiplicity: 2
F_max, eV Å⁻¹: 0.82
M, g/mol: 664.80
Total charge: +2
HOMO-LUMO gap (spin up / spin down), eV: 4.475 / 5.087
<S²>: 0.808



Entry from the OMol25 dataset: a structure of composition C3H4CsO at a distorted geometry (ωB97M-V/def2-TZVPD).

Element x y z (Å)
H1 -2.1254 2.8044 1.6014
C1 -2.2358 1.7578 1.2849
C2 -1.4313 1.5846 0.0537
H2 -0.0134 1.9473 -1.3550
C3 -0.8737 1.3145 -0.9971
H3 -1.8210 1.1333 2.0920
H4 -3.7256 0.7069 0.5822
O1 -3.6024 1.5170 1.0870
Cs1 1.8158 -1.4342 0.1316

Atoms 1-3, force components in eV/Å:
-0.1 -0.2 -0.1
0.3 0.0 -0.2
-0.9 -0.6 0.6

Output
F_max, eV Å⁻¹: 2.83
M, g/mol: 188.97
Total charge: +1
HOMO-LUMO gap, eV: 9.492



Entry from the OMol25 dataset: a structure of composition C41H37ILiN3O2P2 (ωB97M-V/def2-TZVPD).

Element x y z (Å)
C1 -0.8712 -3.6030 -0.0526
H1 -4.1796 3.9000 1.5384
H2 1.1919 7.7611 0.6193
H3 0.3754 -2.1783 -3.7435
C2 3.3592 -1.6821 -2.0687
H4 -1.4905 -3.3628 -0.9093
H5 -3.6216 0.0453 -1.8648
H6 3.7615 -1.3096 1.5393
P1 0.1985 2.1970 -0.1157
H7 -1.3530 -1.1703 6.6182
H8 2.7288 1.0815 -4.1334
C3 0.6981 1.5508 -4.6529
H9 4.1063 0.2094 2.3103
C4 0.2886 -2.8704 0.1993
N1 -0.2458 0.0031 2.6308
H10 1.6312 6.1288 2.4286
C5 -2.3336 3.1827 0.7260
C6 -1.6288 -0.6583 -1.5000
H11 -2.8088 -1.2078 5.6080
C7 -1.7352 -1.4135 5.6297
H12 1.0891 -4.1924 -2.0835
C8 0.7061 -4.2490 2.1410
C9 0.9989 6.7077 0.4604
H13 2.3795 1.4443 -1.7180
C10 -0.2387 0.5557 4.9303
N2 -1.0119 -0.6385 4.6532
C11 3.2833 -0.4672 2.0533
H14 -1.4179 -2.0550 1.7885
H15 -1.5706 -2.4818 5.4760
C12 4.1901 -3.5762 -3.2900
H16 -5.2537 1.6657 1.5321
H17 0.8447 1.3786 -5.7116
C13 0.3091 1.9656 -1.9232
H18 0.6075 0.3594 5.5891
C14 1.5585 1.5882 -2.4119
C15 2.1626 -2.3479 -1.8175
C16 -3.5349 0.6886 0.7030
C17 -1.2397 -4.6482 0.7882
C18 0.5053 3.9959 0.0443
H19 -1.3796 2.0482 -4.8602
H20 1.9509 -2.6157 1.5346
H21 -2.1395 -5.2136 0.5783
H22 -1.7244 2.4157 -2.4512
H23 -3.9676 -0.3039 0.6962
C19 4.3682 -2.2903 -2.8045
H24 -1.9823 -2.6264 3.3016
H25 5.2963 -1.7635 -2.9855
C20 -0.7435 2.1342 -2.8168
C21 1.2433 5.7943 1.4750
H26 1.1961 3.7274 2.0589
H27 -0.8529 1.3658 5.3310
C22 1.0026 4.4420 1.2687
C23 2.0023 -3.6487 -2.2957
C24 -2.7567 -0.4567 -2.2765
C25 1.7554 1.3850 -3.7689
H28 2.8715 -5.2682 -3.3952
C26 -0.4490 -4.9765 1.8819
C27 3.0073 -4.2580 -3.0301
H29 4.9765 -4.0547 -3.8597
H30 -0.1025 4.5856 -1.9337
C28 -0.5501 1.9258 -4.1752
C29 -0.4953 -1.3037 -1.9966
Li1 1.4991 0.4964 1.5620
C30 -0.9733 -0.8626 3.3300
C31 -1.6015 2.0951 0.2516
C32 -2.2418 0.8542 0.2393
C33 1.0675 -3.2007 1.3092
O1 -1.5426 -0.2684 -0.1774
C34 -0.5040 -1.7048 -3.3274
C35 -2.7462 -0.8865 -3.5970
O2 1.0193 1.8025 3.2353
H31 -0.7327 -5.7980 2.5285
H32 -1.6105 -1.8157 -5.1618
C36 -4.2405 1.7874 1.1713
H33 1.3251 -4.4776 2.9994
C37 0.2600 0.8943 3.5325
H34 -1.8686 4.1593 0.7611
C38 -1.6221 -1.4988 -4.1271
N3 -1.6605 -1.8511 2.7497
C39 -3.6398 3.0358 1.1740
H35 -3.6223 -0.7301 -4.2136
C40 0.5136 6.2679 -0.7641
H36 3.5087 -0.6888 -1.6611
H37 0.3286 6.9758 -1.5622
C41 0.2665 4.9189 -0.9714
P2 0.9003 -1.4703 -0.8252
I1 2.9521 -1.3756 4.0572

Atoms 1-3, force components in eV/Å:
0.0 0.0 0.0
0.0 0.0 0.0
0.0 0.0 0.0

Output
F_max, eV Å⁻¹: 0.12
M, g/mol: 799.56
Total charge: 0
Energy relative to the best compared isomer or geometry (same formula, charge and spin), kcal/mol: 0.6
HOMO-LUMO gap, eV: 7.037



Entry from the OMol25 dataset: a cluster of 2 separate species, C3H6N3P in total at a distorted geometry (ωB97M-V/def2-TZVPD).

Element x y z (Å)
C1 1.4479 0.4450 0.0958
H1 -0.3093 1.6908 2.4305
H2 2.2888 0.4397 -0.6771
H3 -2.3197 0.2069 1.6832
H4 -2.0866 -1.2110 0.5976
H5 1.2032 -0.7793 -2.0491
H6 -0.5386 -1.3409 -2.9676
C2 0.1124 1.1702 1.5232
N1 0.3706 -0.3357 -0.1628
C3 -0.5215 0.1728 0.7194
N2 -1.7844 -0.2185 0.8171
P1 0.8127 -1.5568 -3.1151
N3 1.3245 1.3168 1.1051

Atoms 1-3, force components in eV/Å:
0.4 -1.2 -2.7
0.5 -0.5 -1.2
-0.9 0.0 1.7

Output
F_max, eV Å⁻¹: 4.37
M, g/mol: 115.08
Total charge: 0
Energy relative to the best compared isomer or geometry (same formula, charge and spin), kcal/mol: 81.1
HOMO-LUMO gap (spin up / spin down), eV: 7.685 / 6.964